1.
Molecular formula: C4H8ClN
Method: DFT, ωB97M-V/def2-TZVPD

Calculated values
- Strongest force on any atom: 4.2 eV/A
- E_tot: -672.11314 a.u.
- Highest occupied orbital energy: -0.334 Eh
- Energy above the lowest of the compared OMol25 structures with the same formula, charge and spin: 61.9 kJ/mol
- SMILES: C/C(Cl)=C/CN

```
! RIJCOSX wB97M-V def2-TZVPD def2/J DEFGRID3
* xyz 0 1
Cl 1.276 1.473 -0.152
N -2.885 -0.991 0.063
C 0.766 -0.167 0.016
C -0.444 -0.625 -0.069
C 2.015 -1.159 0.227
C -1.856 0.006 0.052
H 2.772 -0.863 -0.490
H -2.998 -1.485 -0.799
H -2.009 0.898 -0.639
H -0.693 -1.717 -0.041
H 2.413 -1.025 1.256
H -1.917 0.543 1.065
H -3.782 -0.568 0.313
H 1.822 -2.225 0.120
*
```

=====

2.
Molecular formula: C10H24ClN2O4Zn
Method: DFT, ωB97M-V/def2-TZVPD

Calculated values
- Strongest force on any atom: 2.4 eV/A
- E_tot: -3045.03151 a.u.
- Highest occupied orbital energy: -0.439 Eh
- Energy above the lowest of the compared OMol25 structures with the same formula, charge and spin: 248.5 kJ/mol

```
! RIJCOSX wB97M-V def2-TZVPD def2/J DEFGRID3
* xyz 1 1
Zn -6.323 -12.315 -24.002
Cl -8.542 -11.868 -24.190
O -11.821 -7.728 -25.200
O -11.474 -13.403 -19.348
O -13.610 -13.988 -24.571
O -9.208 -14.714 -20.542
N -12.099 -12.440 -23.979
N -10.965 -9.751 -25.670
C -13.076 -11.440 -23.572
C -9.874 -13.623 -21.121
C -12.446 -13.654 -24.421
C -9.977 -8.427 -23.874
C -11.827 -10.019 -26.829
C -11.338 -13.446 -20.742
C -9.862 -15.949 -20.761
C -11.351 -14.661 -24.747
C -11.006 -8.603 -24.972
C -12.752 -13.005 -18.914
H -11.682 -11.065 -27.080
H -11.506 -9.368 -27.642
H -12.694 -12.951 -17.825
H -10.214 -10.391 -25.490
H -13.563 -13.695 -19.158
H -11.661 -12.501 -21.196
H -9.426 -12.670 -20.831
H -10.976 -14.926 -23.755
H -13.602 -11.833 -22.697
H -10.105 -7.472 -23.372
H -9.316 -16.702 -20.190
H -8.918 -8.434 -24.140
H -12.849 -9.754 -26.574
H -11.130 -12.177 -24.047
H -9.814 -13.669 -22.217
H -11.815 -15.515 -25.224
H -12.573 -10.523 -23.282
H -10.543 -14.268 -25.364
H -10.898 -15.997 -20.429
H -11.950 -14.265 -21.141
H -9.703 -16.243 -21.806
H -12.939 -11.974 -19.240
H -13.866 -11.271 -24.301
H -10.136 -9.261 -23.181
*
```

=====

3.
Molecular formula: C5H7ClS
Method: DFT, ωB97M-V/def2-TZVPD

Calculated values
- Strongest force on any atom: 5.3 eV/A
- E_tot: -1052.78808 a.u.
- Highest occupied orbital energy (alpha / beta): -0.153 / -0.320 Eh
- Energy above the lowest of the compared OMol25 structures with the same formula, charge and spin: 241.7 kJ/mol

```
! RIJCOSX wB97M-V def2-TZVPD def2/J DEFGRID3
* xyz 0 3
Cl -2.558 -1.404 -0.599
S 1.358 0.847 0.700
C -0.322 1.284 1.151
C 1.243 0.022 -1.042
C -0.160 -0.346 -1.287
C -0.763 -1.274 -0.540
C 0.174 -0.134 1.437
H -0.298 -2.125 -0.200
H -0.491 1.969 1.916
H -1.125 1.320 0.292
H 1.618 0.515 -2.010
H -0.840 0.406 -1.695
H 1.821 -0.761 -0.653
H 0.344 -0.318 2.530
*
```

=====

4.
Molecular formula: C3H6N2O
Method: DFT, ωB97M-V/def2-TZVPD

Calculated values
- Strongest force on any atom: 3.5 eV/A
- E_tot: -302.58570 a.u.
- Highest occupied orbital energy (alpha / beta): 0.053 / -0.127 Eh
- Energy above the lowest of the compared OMol25 structures with the same formula, charge and spin: 140.9 kJ/mol

```
! RIJCOSX wB97M-V def2-TZVPD def2/J DEFGRID3
* xyz -1 2
O 2.859 -0.479 -1.530
N -0.406 1.063 -0.492
N -0.807 -0.887 0.520
C -0.441 -0.232 -0.626
C -0.799 1.305 0.799
C -1.008 0.110 1.459
H -0.909 2.301 1.197
H -1.450 -1.697 0.586
H 2.439 0.057 -0.834
H 0.066 -0.789 -1.401
H -1.595 -0.049 2.344
H 2.051 -0.701 -2.023
*
```

=====

5.
Molecular formula: C5H6O
Method: DFT, ωB97M-V/def2-TZVPD

Calculated values
- Strongest force on any atom: 3.2 eV/A
- E_tot: -269.21281 a.u.
- Highest occupied orbital energy: -0.320 Eh
- Energy above the lowest of the compared OMol25 structures with the same formula, charge and spin: 350.3 kJ/mol

```
! RIJCOSX wB97M-V def2-TZVPD def2/J DEFGRID3
* xyz 0 1
O -0.596 -1.878 0.735
C 1.365 0.649 -0.297
C 0.224 1.347 -0.076
C -0.311 -0.915 -0.171
C -0.939 0.450 0.127
C 1.165 -0.761 -0.187
H -0.605 -1.249 -1.160
H 0.143 2.428 -0.015
H -1.798 0.719 -0.488
H -1.272 0.461 1.165
H 2.339 1.100 -0.444
H 0.284 -2.350 0.812
*
```

=====

6.
Molecular formula: C20H18BN4O4Rh
Method: DFT, ωB97M-V/def2-TZVPD

Calculated values
- Strongest force on any atom: 0.2 eV/A
- E_tot: -1428.35092 a.u.
- Highest occupied orbital energy: -0.345 Eh
- Energy above the lowest of the compared OMol25 structures with the same formula, charge and spin: 0.0 kJ/mol

```
! RIJCOSX wB97M-V def2-TZVPD def2/J DEFGRID3
* xyz 0 1
Rh 0.036 0.400 -0.563
O -5.252 2.996 1.941
O -1.638 -0.638 -0.778
O -5.487 1.005 0.962
O -3.825 -0.642 -0.286
N -2.554 3.105 1.387
N -1.244 1.720 0.353
N 1.137 -1.014 -1.426
N 1.516 0.920 0.274
C 1.886 -1.881 -1.576
C 4.831 3.429 -0.440
C -4.790 2.046 1.360
C 3.038 -0.561 4.445
C 2.002 -1.430 2.010
C 2.503 -1.838 4.326
C 1.993 -2.272 3.112
C 5.023 0.990 0.884
C 3.070 0.280 3.345
C -0.160 3.827 1.176
C 6.172 1.665 0.498
C -2.509 1.188 0.379
C -2.716 -0.132 -0.255
C 3.776 1.538 0.603
C -3.343 2.045 1.021
C 6.077 2.883 -0.158
C 3.681 2.756 -0.067
C 2.545 -0.156 2.130
C -1.289 2.885 0.974
C 2.556 0.770 0.965
B 2.970 -3.016 -1.692
H 3.438 -0.223 5.392
H -0.244 4.676 0.497
H 3.500 1.270 3.424
H 2.986 -3.545 -0.597
H -4.924 0.334 0.483
H -2.915 3.901 1.891
H 2.641 -3.783 -2.565
H 1.622 -1.775 1.058
H 2.490 -2.498 5.184
H 5.094 0.033 1.381
H 0.775 3.312 0.977
H 4.017 -2.455 -1.935
H 1.593 -3.272 3.013
H 6.975 3.406 -0.457
H 4.757 4.377 -0.955
H 7.141 1.232 0.706
H 2.708 3.170 -0.297
H -0.145 4.204 2.198
*
```

=====

7.
Molecular formula: C39H79N6O16P2
Method: DFT, ωB97M-V/def2-TZVPD

Calculated values
- Strongest force on any atom: 3.6 eV/A
- E_tot: -3748.34634 a.u.
- Highest occupied orbital energy: -0.414 Eh

```
! RIJCOSX wB97M-V def2-TZVPD def2/J DEFGRID3
* xyz 1 1
P -0.134 5.145 -4.106
P -2.234 4.483 -4.204
O 0.323 -4.160 6.271
O -2.180 -1.911 3.947
O -1.617 -1.734 1.821
O -0.110 -4.910 -6.543
O -3.968 2.494 1.226
O -3.280 5.766 -3.984
O -2.476 3.855 -5.531
O -3.720 4.644 1.661
O 1.232 -4.966 8.114
O 3.696 0.671 1.533
O -6.279 -3.417 5.383
O -2.492 3.298 -3.045
O -7.185 -2.612 3.532
O 4.789 -1.216 1.838
O -1.404 -6.662 -6.896
O 2.111 -0.682 -5.785
N -0.151 -0.409 -5.803
N 6.741 2.172 0.858
N 6.881 3.341 -1.272
N 0.769 2.723 -2.686
N 1.780 3.436 -0.851
N 6.218 0.989 -1.075
C -7.972 -3.482 1.402
C -3.571 -0.715 5.547
C 0.238 1.839 -3.752
C 4.558 4.419 -1.033
C -2.249 -1.406 5.293
C 2.041 -5.917 6.109
C -0.474 -5.022 4.142
C 1.187 -0.002 -5.403
C 4.429 0.007 2.235
C 0.680 4.148 -2.743
C 0.991 -4.058 -6.890
C 1.193 -4.965 6.912
C -4.144 3.632 0.884
C 5.197 -2.792 3.651
C -6.319 -3.414 4.178
C 4.867 0.502 3.584
C -5.469 -4.368 3.379
C 0.317 -3.946 4.853
C -7.184 -2.403 2.114
C 1.772 0.895 -1.000
C -1.798 -1.189 2.886
C -0.844 0.450 -0.651
C 1.501 1.266 -4.540
C 6.125 4.542 -0.862
C 5.789 -2.017 2.493
C 6.617 2.202 -0.419
C 3.754 4.559 0.331
C 1.408 2.302 -1.551
C 0.544 -1.165 -2.168
C 0.588 -0.163 -0.922
C 0.531 -2.885 -7.729
C 1.334 4.590 -1.535
C 2.522 3.554 0.416
C -1.686 0.302 3.013
C -4.908 3.936 -0.373
C -0.583 -5.896 -7.328
C -5.063 6.668 1.512
C -3.717 6.021 1.262
C -0.140 -5.964 -8.767
H -7.666 -1.437 1.953
H -0.844 1.499 -0.258
H -4.667 3.166 -1.105
H -0.363 2.433 -4.487
H 7.063 3.098 1.163
H 6.154 -2.715 1.739
H -7.531 -4.469 1.552
H -0.245 -2.328 -7.209
H -0.522 -4.819 3.070
H 1.539 -6.883 6.054
H -1.390 -0.768 5.517
H 3.414 5.615 0.518
H -8.991 -3.528 1.791
H -0.125 6.490 -3.625
H 0.818 -0.821 -0.035
H -0.758 0.393 -6.000
H 2.314 1.072 -3.795
H 4.479 4.297 1.153
H 1.863 3.921 1.257
H 1.791 -4.628 -7.366
H 2.542 0.473 -1.712
H -5.972 -5.335 3.325
H 1.894 2.084 -5.215
H -3.169 6.088 -3.065
H -1.491 -5.069 4.536
H 0.857 -5.566 -8.941
H -5.979 3.916 -0.167
H -4.401 -1.393 5.339
H -0.110 -7.011 -9.067
H 4.804 -2.126 4.422
H -3.385 6.127 0.226
H -4.514 -4.487 3.889
H -0.166 -2.982 4.696
H 2.251 0.926 0.009
H -3.702 0.155 4.900
H -0.862 -5.433 -9.388
H 5.812 0.084 3.921
H 4.212 5.273 -1.686
H 1.365 -2.213 -7.938
H -0.525 -0.977 -5.036
H -1.497 0.306 -1.556
H -5.032 7.729 1.259
H -5.851 6.196 0.924
H 2.997 -6.038 6.617
H 6.734 3.112 -2.259
H -1.431 0.645 4.014
H -3.640 -0.385 6.585
H -2.625 0.759 2.695
H -0.031 -6.009 4.287
H -8.014 -3.283 0.329
H 5.445 0.529 -0.596
H -0.882 0.641 2.359
H 1.431 -1.052 -2.843
H -2.961 6.510 1.879
H 6.447 4.813 0.173
H -0.421 1.042 -3.334
H 1.395 -3.689 -5.946
H 4.087 0.285 4.315
H 6.644 -1.407 2.787
H 4.362 -3.408 3.309
H -1.313 -0.191 0.159
H 0.104 -3.212 -8.680
H -5.238 -4.018 2.375
H -4.643 4.889 -0.826
H -5.345 6.565 2.561
H -2.165 -2.275 5.947
H -0.384 -1.052 -2.788
H 2.959 2.587 0.783
H 5.949 -3.438 4.104
H 0.535 -2.219 -1.776
H -6.165 -2.307 1.734
H 6.030 1.124 -2.067
H 5.012 1.581 3.522
H -3.439 3.060 -3.148
H 4.243 3.480 -1.573
H 1.335 -3.847 4.468
H 2.269 -5.566 5.104
H 6.460 5.377 -1.540
H 1.472 5.646 -1.224
*
```

=====

8.
Molecular formula: C4H9NO2
Method: DFT, ωB97M-V/def2-TZVPD

Calculated values
- Strongest force on any atom: 0.4 eV/A
- E_tot: -363.00491 a.u.
- Highest occupied orbital energy: -0.290 Eh
- Energy above the lowest of the compared OMol25 structures with the same formula, charge and spin: 211.7 kJ/mol
- SMILES: C=C(N)OCCO

```
! RIJCOSX wB97M-V def2-TZVPD def2/J DEFGRID3
* xyz 0 1
O -0.918 1.870 -0.002
O -0.044 -0.395 1.197
N 2.168 0.042 1.225
C -1.395 0.677 -0.586
C -1.238 -0.456 0.430
C 1.244 -1.143 -0.663
C 1.125 -0.503 0.511
H 1.997 0.828 1.833
H 3.080 -0.019 0.805
H -0.971 2.563 -0.669
H -2.037 -0.408 1.173
H 2.141 -1.065 -1.261
H 0.470 -1.825 -0.986
H -0.857 0.445 -1.515
H -1.330 -1.414 -0.099
H -2.470 0.747 -0.827
*
```